Entry 1:
Here is a 2-piece molecular cluster, C5H14 overall in a non-equilibrium geometry from the Open Molecules 2025 dataset. Energies are from wB97M-V/def2-TZVPD.

Calculated values
Structure (SMILES): CCC.CC
Relative energy (zero: lowest compared OMol25 entry of this formula, charge and spin), eV: 1.292
Maximum force, eV/A: 3.41
HOMO energy, Eh: -0.3994

Structure (XYZ):
```
19
Properties=species:S:1:pos:R:3:forces:R:3
C -0.915723 2.782196 -0.466986 -0.810 -1.894 1.740
C -0.285255 1.596802 0.345702 0.330 2.422 2.371
C -0.952450 1.319991 1.747790 2.556 -1.248 -1.046
H -1.283613 2.282857 -1.315389 -0.453 0.232 -1.719
H -1.748357 3.345336 -0.020275 0.048 -0.718 0.385
H -0.205767 3.519569 -0.623187 1.518 1.207 -0.965
H 0.780684 1.808179 0.500476 -0.100 0.396 0.247
H -0.175330 0.676427 -0.164501 -0.813 -0.870 -0.849
H -1.028005 2.087444 2.484604 0.231 1.246 -0.012
H -0.216283 0.578012 2.238624 -1.934 0.370 -0.595
H -1.956428 1.047097 1.499603 -0.595 -1.067 0.466
C 1.183267 -1.932170 -0.468077 1.527 -0.075 -2.015
C 0.781197 -3.342663 -1.036540 -0.756 0.632 -0.490
H 1.340434 -1.984383 0.597764 -0.466 0.308 0.372
H 2.206819 -1.561861 -0.891311 -1.735 -0.742 0.606
H 0.429028 -1.194288 -0.815277 0.556 -0.383 0.693
H 1.251803 -3.547173 -2.024896 -0.536 0.424 0.458
H -0.380734 -3.311888 -1.176618 2.205 -0.705 0.419
H 1.174712 -4.169483 -0.411509 -0.772 0.466 -0.065
```
Forces are in eV/Å.

Entry 2:
Here is a 4-piece molecular cluster, H8O4 overall from the Open Molecules 2025 dataset. Energies are from wB97M-V/def2-TZVPD.

Calculated values
Structure (SMILES): O.O.O.O
Relative energy (zero: lowest compared OMol25 entry of this formula, charge and spin), eV: 1.162
Maximum force, eV/A: 0.30
HOMO energy, Eh: -0.4123

Structure (XYZ):
```
12
Properties=species:S:1:pos:R:3:forces:R:3
O -2.391219 -0.094376 -3.694498 0.171 -0.111 -0.121
H -3.092910 0.525299 -3.894158 -0.139 0.192 -0.091
H -2.611574 -0.435298 -2.827632 -0.028 -0.091 0.223
O 1.003024 2.770219 -2.734470 -0.115 0.239 -0.044
H 1.848879 2.591945 -3.145551 0.191 -0.029 -0.120
H 0.888935 2.060360 -2.102564 -0.079 -0.228 0.182
O 0.079447 -1.253483 5.876214 -0.136 -0.112 -0.151
H 0.411969 -1.547272 6.724361 0.055 -0.114 0.218
H 0.524478 -0.420671 5.719373 0.085 0.228 -0.074
O 1.157894 -1.034529 -0.106992 0.020 0.242 -0.103
H 1.399235 -1.377523 0.753438 0.071 -0.043 0.246
H 0.781841 -1.784671 -0.567520 -0.097 -0.172 -0.165
```
Forces are in eV/Å.

Entry 3:
Here is an isolated ion of composition C6H13N and charge -1 in a non-equilibrium geometry from the Open Molecules 2025 dataset. Energies are from wB97M-V/def2-TZVPD.

Calculated values
⟨S²⟩: 0.75
Multiplicity: 2
Relative energy (zero: lowest compared OMol25 entry of this formula, charge and spin), eV: 0.632
Maximum force, eV/A: 1.73
Net charge: -1
HOMO energy (spin up / spin down), Eh: 0.0567 / -0.1764

Structure (XYZ):
```
20
Properties=species:S:1:pos:R:3:forces:R:3
C -1.106880 -0.050803 2.449671 0.259 -0.076 0.327
C 0.079133 -0.470244 1.594942 0.433 0.415 -0.725
N -0.192638 -0.500448 0.144178 -0.778 0.102 0.661
C -0.655530 0.830112 -0.357184 -0.066 0.227 0.221
C 0.229468 1.189740 -1.551591 -0.668 -0.914 -0.242
C 0.660820 -0.209886 -1.970319 -0.206 -0.309 -0.800
C 0.990435 -0.834646 -0.621632 1.053 0.816 -1.105
H -1.937019 -0.757803 2.448866 -0.165 0.142 -0.578
H -1.364982 0.958406 2.135197 -0.607 -0.121 0.045
H -0.882063 0.030033 3.518708 0.514 0.004 -0.106
H 0.886690 0.280592 1.702431 -0.037 -0.161 0.526
H 0.483354 -1.439217 1.871085 -0.003 -0.189 0.154
H -0.596279 1.588696 0.429603 0.299 0.060 -0.030
H -1.715407 0.856180 -0.643233 0.045 -0.493 -0.044
H -0.340973 1.634879 -2.366792 0.060 0.472 0.158
H 1.077900 1.776344 -1.223449 0.203 0.235 -0.158
H 1.338497 -0.255816 -2.828876 0.709 0.146 0.572
H -0.185601 -0.750703 -2.415982 -0.303 0.135 0.385
H 1.309970 -1.874869 -0.728847 -0.666 -0.327 0.471
H 1.879250 -0.282923 -0.257480 -0.075 -0.166 0.267
```
Forces are in eV/Å.

Q: The highest maximum force belongs to which entry?
A: C5H14